Below is C5H6O3V as an isolated structure at a distorted geometry, with properties calculated with ωB97M-V with the def2-TZVPD basis set.

**HOMO (spin up / spin down)**: -11.652 / -12.572 eV
**Orbital gap (spin up / spin down)**: 7.01 / 7.62 eV
**Lowest unoccupied orbital energy (spin up / spin down)**: -4.643 / -4.947 eV
**Relative energy (zero: lowest compared OMol25 entry of this formula, charge and spin)**: 0.284 eV
**Strongest force on any atom**: 2.351 eV/A
**E**: -1363.44214 a.u.

```
! RIJCOSX wB97M-V def2-TZVPD def2/J DEFGRID3
* xyz 1 5
O -1.64 0.70 -5.40
C -1.39 0.00 -4.53
O -1.15 -0.82 -3.72
O -1.02 -0.18 -0.66
C -0.72 0.05 0.67
C 0.77 -0.15 0.98
C 1.06 -0.01 2.46
C 1.83 0.91 3.00
V -0.86 -1.34 -1.89
H -1.31 -0.63 1.33
H -1.00 1.08 0.95
H 1.36 0.57 0.40
H 1.06 -1.16 0.66
H 0.56 -0.74 3.11
H 2.47 1.72 2.65
*
```

Results of the natural (NBO) charge analysis, in e, for atoms 1 through 2: atom 1 (O): -0.343, atom 2 (C): 1.116